DFT (ωB97M-V/def2-TZVPD) results for 3 unconnected molecules or ions with the total composition C3H6N2O2.

```
! wB97M-V def2-TZVPD RIJCOSX def2/J DEFGRID3
* xyz 0 1
C -2.011 0.498 0.006
N 2.181 -1.248 0.337
H -2.942 -0.069 0.032
C 1.308 -0.981 -0.579
O 1.039 -1.265 -1.768
H 0.328 1.066 -0.546
O -0.952 -0.405 0.038
N -1.811 1.729 -0.032
C 0.263 0.037 -0.187
H 2.911 -1.889 0.044
H 0.873 0.417 1.380
H 1.492 -0.147 1.342
H -2.680 2.256 -0.066
*
```

Computed properties:
E_LUMO = -0.0222 hartree
Highest occupied orbital energy = -9.19 eV
Electronic energy = -377.7487 Eh
Energy above the lowest of the compared OMol25 structures with the same formula, charge and spin = 132.15 kcal per mole
Gap between HOMO and LUMO = 8.5844 eV

DFT (ωB97M-V/def2-TZVPD) results for C3H6N2O2 in the gas phase in a non-equilibrium geometry.

```
! wB97M-V def2-TZVPD RIJCOSX def2/J DEFGRID3
* xyz 0 1
H -1.941 0.339 1.084
C 1.739 -0.307 0.043
N 0.326 1.529 -0.212
O 2.800 0.335 0.463
O 1.728 -1.587 -0.273
H -2.052 0.165 -0.573
H -0.676 1.951 -0.099
C -1.739 -0.464 0.273
N -0.329 -0.860 0.074
H -2.271 -1.474 0.235
H 0.784 -1.777 -0.209
H 1.202 1.984 -0.642
C 0.426 0.166 -0.163
*
```

Computed properties:
E_LUMO = 0.0107 hartree
SMILES = C/N=C(\N)C(=O)O
Highest occupied orbital energy = -10.07 eV
Electronic energy = -377.8383 Eh
Energy above the lowest of the compared OMol25 structures with the same formula, charge and spin = 75.96 kcal per mole
Gap between HOMO and LUMO = 10.3658 eV

DFT (ωB97M-V/def2-TZVPD) results for C3H6N2O2 in the gas phase.

```
! wB97M-V def2-TZVPD RIJCOSX def2/J DEFGRID3
* xyz 0 1
O 1.099 0.196 1.126
C 1.666 0.541 -0.038
H -0.725 -0.112 -1.432
C -0.033 -0.690 1.017
H -2.333 0.557 -1.156
N -1.455 0.205 -0.809
C -1.354 -0.049 0.517
H 0.230 -1.557 0.398
N 1.179 0.150 -1.145
H 2.563 1.149 0.150
O -2.253 0.159 1.316
H 1.639 0.450 -1.986
H -0.222 -0.999 2.043
*
```

Computed properties:
E_LUMO = 0.0314 hartree
SMILES = [H]/N=C/OCC(N)=O
Highest occupied orbital energy = -9.66 eV
Electronic energy = -377.9053 Eh
Energy above the lowest of the compared OMol25 structures with the same formula, charge and spin = 33.90 kcal per mole
Gap between HOMO and LUMO = 10.5182 eV

DFT (ωB97M-V/def2-TZVPD) results for C3H6N2O2 in the gas phase.

```
! wB97M-V def2-TZVPD RIJCOSX def2/J DEFGRID3
* xyz 0 1
H 0.606 -2.008 0.663
H 0.908 -0.577 1.766
O 1.935 -0.449 -1.426
H -0.258 1.589 1.245
N -0.286 -0.183 -0.039
H -2.182 -0.723 0.019
H -1.607 -0.279 -1.451
H 1.101 1.260 0.061
O -0.724 2.067 -0.701
N -1.391 -0.821 -0.617
C 0.724 -0.931 0.753
C -0.142 1.391 0.155
C 1.314 -0.335 -0.428
*
```

Computed properties:
E_LUMO = 0.0032 hartree
SMILES = N[N@@+]1(C[O-])CC1=O
Highest occupied orbital energy = -8.79 eV
Electronic energy = -377.7194 Eh
Energy above the lowest of the compared OMol25 structures with the same formula, charge and spin = 150.57 kcal per mole
Gap between HOMO and LUMO = 8.8783 eV

DFT (ωB97M-V/def2-TZVPD) results for C3H6N2O2 in the gas phase.

```
! wB97M-V def2-TZVPD RIJCOSX def2/J DEFGRID3
* xyz 0 1
N -1.354 0.693 -0.954
C -1.416 0.964 0.282
O -0.449 0.693 1.167
H -0.606 -1.268 -0.581
H 1.457 0.370 1.681
H 1.281 1.343 0.213
C 1.278 -0.757 -0.084
H 0.626 -2.336 -1.087
H -2.267 1.421 0.796
N 0.310 -1.662 -0.403
H -2.217 0.965 -1.420
O 2.456 -0.894 -0.357
C 0.900 0.467 0.746
*
```

Computed properties:
E_LUMO = 0.0278 hartree
SMILES = [H]/N=C/OCC(N)=O
Highest occupied orbital energy = -9.83 eV
Electronic energy = -377.9087 Eh
Energy above the lowest of the compared OMol25 structures with the same formula, charge and spin = 31.79 kcal per mole
Gap between HOMO and LUMO = 10.5883 eV

DFT (ωB97M-V/def2-TZVPD) results for 2 unconnected molecules or ions with the total composition C3H6N2O2.

```
! wB97M-V def2-TZVPD RIJCOSX def2/J DEFGRID3
* xyz 0 1
H 0.480 -0.840 -1.894
O 1.476 0.313 1.534
H -0.748 1.439 1.431
H -1.658 -1.792 0.666
C -0.226 1.607 0.504
N -0.372 -0.887 -1.351
H -1.089 -1.517 -1.679
H -0.755 1.490 -0.431
C -0.213 -0.726 -0.004
N -0.942 -1.120 0.956
C 1.345 -0.069 0.365
O 2.073 -0.164 -0.607
H 0.629 2.265 0.511
*
```

Computed properties:
E_LUMO (alpha / beta) = -0.0858 / -0.0856 hartree
Highest occupied orbital energy (alpha / beta) = -9.41 / -9.41 eV
Electronic energy = -377.7601 Eh
Energy above the lowest of the compared OMol25 structures with the same formula, charge and spin = 125.05 kcal per mole
Gap between HOMO and LUMO (alpha / beta) = 7.0732 / 7.0804 eV

DFT (ωB97M-V/def2-TZVPD) results for C3H6N2O2 in the gas phase in a non-equilibrium geometry.

```
! wB97M-V def2-TZVPD RIJCOSX def2/J DEFGRID3
* xyz 0 1
H 2.230 0.194 1.519
N -0.122 -0.010 -0.310
C 0.237 -0.832 0.605
C -1.049 0.587 -2.430
C -0.885 -0.279 -1.435
H -1.672 0.340 -3.275
O 0.761 0.505 2.827
H 0.736 1.020 0.638
H -0.551 1.547 -2.432
H -1.301 -1.282 -1.490
O -0.011 -1.795 1.262
H 0.400 -0.378 3.029
N 1.227 0.382 1.493
*
```

Computed properties:
E_LUMO = 0.0262 hartree
SMILES = C=C/N=C(\[O-])[NH2+]O
Highest occupied orbital energy = -8.75 eV
Electronic energy = -377.7736 Eh
Energy above the lowest of the compared OMol25 structures with the same formula, charge and spin = 116.54 kcal per mole
Gap between HOMO and LUMO = 9.4590 eV

DFT (ωB97M-V/def2-TZVPD) results for C3H6N2O2 in the gas phase in a non-equilibrium geometry.

```
! wB97M-V def2-TZVPD RIJCOSX def2/J DEFGRID3
* xyz 0 1
H 2.622 -0.999 0.123
C -0.418 -0.592 0.738
N 1.400 0.902 0.059
H -0.306 0.559 -1.776
C -1.382 -0.008 -0.132
O -2.646 0.026 0.312
H 2.380 1.069 0.262
H -3.196 0.338 -0.423
O 1.795 -1.304 0.529
H 0.699 1.637 -0.008
C 0.867 -0.333 0.314
N -1.144 0.108 -1.402
H -0.672 -1.404 1.404
*
```

Computed properties:
E_LUMO = 0.0123 hartree
SMILES = [H]/N=C(O)\C=C(/N)O
Highest occupied orbital energy = -7.49 eV
Electronic energy = -377.8350 Eh
Energy above the lowest of the compared OMol25 structures with the same formula, charge and spin = 77.99 kcal per mole
Gap between HOMO and LUMO = 7.8199 eV

DFT (ωB97M-V/def2-TZVPD) results for a molecular structure, C3H6N2O2 in a non-equilibrium geometry.

```
! wB97M-V def2-TZVPD RIJCOSX def2/J DEFGRID3
* xyz 0 1
N -0.177 -0.488 -0.109
O 1.223 -0.915 -1.788
H -1.525 1.865 -0.345
C 0.079 1.245 0.517
H -0.838 -1.474 1.428
C 0.730 -0.109 -1.003
O -1.110 1.823 0.550
C -0.258 -1.782 0.577
H 0.712 -2.180 0.794
H -0.928 -2.371 -0.055
N 0.822 1.247 -0.693
H 0.638 1.295 1.549
H 0.630 1.844 -1.423
*
```

Computed properties:
E_LUMO = 0.0201 hartree
Highest occupied orbital energy = -9.39 eV
Electronic energy = -377.8381 Eh
Energy above the lowest of the compared OMol25 structures with the same formula, charge and spin = 76.09 kcal per mole
Gap between HOMO and LUMO = 9.9377 eV

DFT (ωB97M-V/def2-TZVPD) results for C3H6N2O2 in the gas phase.

```
! wB97M-V def2-TZVPD RIJCOSX def2/J DEFGRID3
* xyz 0 1
N 0.807 2.456 -0.635
H 0.418 2.810 -1.505
C -0.751 -0.671 -0.642
O -0.350 -1.255 1.720
H 1.063 -1.560 0.250
H -0.924 -2.009 1.551
C 0.251 -0.859 0.512
N 0.724 0.481 0.636
O -0.356 0.527 -1.300
C 0.420 1.269 -0.444
H 1.212 0.841 1.438
H -1.754 -0.541 -0.214
H -0.759 -1.489 -1.367
*
```

Computed properties:
E_LUMO = 0.0228 hartree
SMILES = [H]/N=C1/N[C@@H](O)CO1
Highest occupied orbital energy = -9.23 eV
Electronic energy = -377.9002 Eh
Energy above the lowest of the compared OMol25 structures with the same formula, charge and spin = 37.13 kcal per mole
Gap between HOMO and LUMO = 9.8489 eV

The lowest energy above the lowest of the compared OMol25 structures with the same formula, charge and spin belongs to which entry? number 5